(1)
ORCA calculation (wB97M-V/def2-TZVPD) on a 3-piece molecular cluster, C21H37F2INO2 overall.

Output
HOMO: -0.482 Eh
Multiplicity: 1
Total charge: +1

Cartesian coordinates (Å):
C: 6.35739 1.93594 1.84256
C: 6.30009 1.62150 0.35088
C: 4.95337 1.90662 -0.27647
F: 4.94771 1.47882 -1.59749
C: 3.82023 1.18512 0.41969
C: 3.77398 -0.18322 0.32972
N: 2.79794 -0.88307 0.92964
C: 1.82753 -0.31278 1.66414
I: 0.40452 -1.51529 2.53686
C: 1.81176 1.05680 1.77430
C: 2.79682 1.80489 1.13917
C: 2.78389 3.30315 1.27839
O: 3.50672 3.91662 1.99140
O: 1.82727 3.80997 0.44383
F: 1.96595 5.20142 0.45076
H: 5.88000 1.16090 2.44036
H: 7.39677 1.97774 2.15834
H: 5.90889 2.90075 2.07316
H: 7.05834 2.17703 -0.19546
H: 6.51136 0.56001 0.19433
H: 4.76359 2.98117 -0.24442
H: 4.50639 -0.73903 -0.23692
H: 2.80190 -1.89141 0.82686
H: 1.04263 1.54224 2.35307
C: 0.42873 -2.19003 -1.67401
C: -0.39186 -3.28373 -0.99369
C: -0.57366 -4.53712 -1.84646
C: -1.32529 -4.30980 -3.15903
C: -2.72021 -3.70576 -3.00190
C: -3.67623 -4.57997 -2.19547
H: -0.05044 -1.82716 -2.58256
H: 0.55531 -1.32535 -1.01268
H: 1.42152 -2.55944 -1.94628
H: -1.36695 -2.88075 -0.70619
H: 0.10496 -3.56983 -0.06042
H: -1.09101 -5.29426 -1.25270
H: 0.41049 -4.95789 -2.07599
H: -1.40951 -5.26915 -3.67652
H: -0.73157 -3.66845 -3.81658
H: -3.13860 -3.54581 -3.99782
H: -2.65305 -2.71531 -2.54114
H: -3.78380 -5.56380 -2.65534
H: -4.66673 -4.12795 -2.14258
H: -3.32903 -4.72530 -1.17093
C: -5.80445 1.87498 1.23401
C: -4.73467 2.54692 0.37839
C: -3.64163 1.58984 -0.09451
C: -2.83548 0.93666 1.02928
C: -2.14490 1.91756 1.97567
C: -1.12163 2.80975 1.27888
H: -5.39034 1.46648 2.15746
H: -6.58149 2.58588 1.51374
H: -6.28114 1.05801 0.68906
H: -4.29269 3.38025 0.93205
H: -5.20682 2.98847 -0.50164
H: -2.96634 2.12423 -0.76897
H: -4.09798 0.79812 -0.69567
H: -2.07780 0.28314 0.57786
H: -3.48590 0.28097 1.61396
H: -1.64491 1.34232 2.76426
H: -2.88333 2.53943 2.48500
H: -0.36678 2.20511 0.77529
H: -0.62346 3.46628 1.99666
H: -1.57639 3.44660 0.52081

Results of the Mulliken charge analysis, in e, for atoms 1 through 2: -1.100 -0.473

---

(2)
ORCA calculation (wB97M-V/def2-TZVPD) on C21H37FeN9SbSe2 as an isolated structure in a non-equilibrium geometry.

Output
Energy above the lowest of the compared OMol25 structures with the same formula, charge and spin: 1.265 eV
HOMO (alpha / beta): -0.280 / -0.281 Eh
Multiplicity: 2
Total charge: 0

Cartesian coordinates (Å):
Fe: -0.51574 1.88095 -0.45982
C: -3.66706 4.15225 0.54149
Se: -3.10260 2.91726 -0.84072
C: -4.25390 1.45949 -0.27463
C: -3.91816 0.29243 -1.18428
Se: -2.07457 -0.31129 -0.92697
C: -2.42317 -1.04315 0.83826
H: -3.34599 3.80838 1.51968
H: -4.75053 4.23436 0.50075
H: -3.20414 5.10581 0.31093
H: -5.29971 1.75450 -0.37405
H: -4.07227 1.21961 0.77226
H: -3.98292 0.57183 -2.23669
H: -4.57333 -0.56319 -1.02386
H: -3.30758 -1.67285 0.76460
H: -2.57010 -0.25549 1.56868
H: -1.55495 -1.63061 1.11578
N: 2.05810 3.97016 -1.58299
C: 2.32920 2.75601 -1.03552
N: 3.53395 2.37329 -0.67775
N: 3.35125 1.12556 -0.19507
N: 2.12205 0.79827 -0.25508
N: 1.39940 1.81086 -0.81475
C: 0.78628 4.45919 -1.54595
N: 0.48541 5.70082 -1.84700
N: -0.85171 5.76288 -1.67281
N: -1.30541 4.63663 -1.29720
N: -0.28708 3.72984 -1.20072
H: 2.81733 4.61741 -1.71387
C: -0.26427 2.09493 4.20713
C: 0.90152 2.22077 3.46768
C: 0.86769 2.22765 2.07502
C: -0.36293 2.10845 1.44226
C: -1.53860 2.01217 2.16987
C: -1.48619 1.99521 3.56041
H: -0.22204 2.08599 5.28846
H: 1.85676 2.32182 3.96770
H: 1.79440 2.32215 1.53429
H: -2.49291 1.94977 1.67507
H: -2.40419 1.91016 4.12972
C: -0.86352 -3.87391 -1.54343
C: 0.35570 -3.80898 -0.62843
C: 0.07732 -4.56649 0.66677
Sb: 0.97213 -1.72279 -0.33725
C: 2.57877 -2.01907 1.06281
C: 3.53164 -3.14847 0.68176
C: 2.00461 -2.16931 2.47145
C: 1.87630 -1.52859 -2.31601
C: 0.91054 -0.77492 -3.22908
C: 2.31880 -2.83655 -2.96470
H: -1.09982 -4.91260 -1.79999
H: -0.72366 -3.33029 -2.47989
H: -1.74593 -3.45261 -1.05347
H: 1.20431 -4.28111 -1.12815
H: -0.71115 -4.08768 1.25761
H: 0.95998 -4.65452 1.29751
H: -0.26379 -5.58495 0.44721
H: 3.11291 -1.07075 1.00862
H: 3.03343 -4.12002 0.65522
H: 4.34947 -3.21955 1.40663
H: 3.98430 -2.97445 -0.29606
H: 1.45740 -3.10251 2.60351
H: 1.32710 -1.34736 2.71832
H: 2.81342 -2.15885 3.20918
H: 2.75880 -0.91300 -2.13400
H: -0.02167 -1.32758 -3.37113
H: 1.35554 -0.62394 -4.21792
H: 0.65765 0.20958 -2.83215
H: 1.47643 -3.49529 -3.18331
H: 3.02634 -3.38825 -2.34419
H: 2.81535 -2.62547 -3.91778

Results of the Mulliken charge analysis, in e, for atoms 1 through 2: -0.123 -0.818

---

(3)
ORCA calculation (wB97M-V/def2-TZVPD) on a 2-piece molecular cluster, C21H37OSi overall in a non-equilibrium geometry.

Output
Energy above the lowest of the compared OMol25 structures with the same formula, charge and spin: 0.000 eV
HOMO: -0.407 Eh
Multiplicity: 1
Total charge: +1

Cartesian coordinates (Å):
C: 4.21840 2.76850 0.95634
C: 3.47421 2.42339 -0.31714
C: 2.60962 3.58220 -0.77182
Si: 2.41430 0.85628 -0.10838
C: 1.51060 0.48926 -1.73844
C: 0.57888 -0.70252 -1.62464
C: 2.51162 0.33029 -2.86827
C: 3.43990 -0.69459 0.32308
C: 3.01741 -1.23344 1.67350
C: 4.93858 -0.48474 0.22432
O: 1.31733 1.15583 1.15033
C: -0.06472 1.19232 1.00381
C: -0.68449 2.39389 0.38289
C: -0.82897 0.18376 1.43610
H: 4.81011 3.67706 0.83556
H: 3.51562 2.93481 1.77232
H: 4.90148 1.98166 1.26748
H: 4.18528 2.15519 -1.10931
H: 3.21007 4.47003 -0.97684
H: 2.05161 3.34997 -1.67912
H: 1.89189 3.84611 0.00571
H: 0.91502 1.39353 -1.91066
H: 0.06910 -0.89451 -2.56884
H: 1.12407 -1.60932 -1.36792
H: -0.18922 -0.55647 -0.86581
H: 2.00403 0.18590 -3.82229
H: 3.15606 1.20443 -2.97304
H: 3.15522 -0.53559 -2.71034
H: 3.13308 -1.39971 -0.46137
H: 3.55818 -2.14755 1.92503
H: 3.21996 -0.49974 2.45443
H: 1.94928 -1.45545 1.69967
H: 5.47217 -1.43599 0.21593
H: 5.21351 0.05729 -0.68187
H: 5.31077 0.07383 1.08153
H: -1.74823 2.23558 0.20022
H: -0.57276 3.26037 1.03658
H: -0.21748 2.62910 -0.57311
H: -1.89543 0.21222 1.34722
H: -0.39522 -0.68657 1.88338
C: -2.80786 -3.05307 -1.06382
C: -3.82647 -1.98088 -0.88221
C: -4.42069 -1.37738 -2.11156
C: -4.30749 -1.67188 0.39429
C: -5.10626 -0.51448 0.64493
C: -5.58310 -0.24162 1.89911
C: -5.31769 -1.09612 2.95909
C: -4.53946 -2.22681 2.75697
C: -4.03118 -2.51164 1.51627
H: -2.12467 -3.09630 -0.21364
H: -3.27658 -4.03211 -1.17479
H: -2.19814 -2.87301 -1.95044
H: -4.89948 -0.41766 -1.92261
H: -3.66495 -1.21866 -2.88114
H: -5.18162 -2.03748 -2.53148
H: -5.30536 0.18241 -0.14936
H: -6.17044 0.64659 2.06686
H: -5.71851 -0.88362 3.93737
H: -4.34795 -2.89398 3.58104
H: -3.45290 -3.40895 1.37893

Results of the Mulliken charge analysis, in e, for atoms 1 through 2: -1.535 0.849